Formula: C3H4NO
Source: the OMol25 dataset
Level of theory: ωB97M-V/def2-TZVPD

Element x y z (Å)
C  -0.720  0.115  -0.490
C  -1.770  0.495  0.291
C  0.691  -0.504  -0.176
N  1.983  0.338  0.198
O  2.774  0.429  -0.767
H  -1.784  0.815  1.411
H  -2.775  0.714  -0.184
H  0.694  -1.164  0.709
H  0.907  -1.239  -0.992

HOMO (alpha / beta) = -1.621 / -1.605 eV
net charge = -1
2S+1 = 1